Below is a cluster of 13 separate species, C13H52N14O13 in total, with properties calculated with ωB97M-V with the def2-TZVPD basis set.

Results
Lowest unoccupied orbital energy = -0.02 eV
E_tot = -61804.426 eV
Energy above the lowest of the compared OMol25 structures with the same formula, charge and spin = 743.5 kJ/mol
HOMO-LUMO gap = 0.3340 Ha
Largest force on an atom = 7.43 eV/Å
HOMO energy = -9.11 eV

```
! RIJCOSX wB97M-V def2-TZVPD def2/J DEFGRID3
* xyz 0 1
C -1.22 -1.02 -3.47
O 0.09 -0.52 -3.71
H -1.45 -0.53 -2.52
H -1.95 -0.75 -4.23
H -1.24 -2.11 -3.38
H -0.03 0.42 -3.86
C 3.07 -0.87 2.52
O 3.20 -2.27 2.38
H 3.93 -0.33 2.12
H 2.20 -0.45 2.01
H 3.04 -0.58 3.57
H 2.33 -2.68 2.32
C 3.37 -2.30 -1.05
O 4.43 -1.97 -2.00
H 3.17 -1.69 -0.17
H 2.44 -2.46 -1.59
H 3.62 -3.25 -0.57
H 5.04 -1.40 -1.52
C -1.87 2.97 2.93
O -1.87 4.33 3.41
H -2.03 2.86 1.85
H -0.90 2.54 3.14
H -2.58 2.30 3.42
H -2.20 4.92 2.73
C 4.31 2.07 -1.77
O 3.79 1.14 -0.84
H 4.99 1.52 -2.42
H 3.58 2.60 -2.38
H 4.95 2.76 -1.22
H 4.48 0.50 -0.64
C -1.51 3.86 -0.69
O -0.90 2.85 -1.51
H -2.45 3.44 -0.33
H -0.94 3.88 0.24
H -1.56 4.83 -1.19
H -0.04 2.71 -1.11
C 2.13 3.16 1.99
O 1.35 2.70 1.18
N 3.39 3.01 1.91
N 1.89 3.72 3.13
H 3.78 2.51 1.13
H 4.02 3.33 2.64
H 0.94 3.88 3.42
H 2.70 4.03 3.64
C -2.96 -1.67 2.79
O -3.35 -0.79 2.09
N -1.73 -2.13 2.69
N -3.63 -2.37 3.70
H -1.10 -1.74 2.00
H -1.50 -2.98 3.17
H -4.57 -2.05 3.88
H -3.20 -3.10 4.24
C -4.95 2.32 1.69
O -4.99 2.14 2.89
N -5.42 3.29 0.98
N -4.19 1.59 0.96
H -5.19 3.29 0.00
H -5.85 4.05 1.50
H -3.81 0.77 1.42
H -4.12 1.71 -0.04
C 0.82 -4.47 1.34
O 1.10 -3.78 2.30
N -0.03 -4.15 0.39
N 1.25 -5.70 1.15
H -0.41 -3.21 0.38
H -0.06 -4.78 -0.40
H 0.94 -6.14 0.29
H 2.09 -6.00 1.61
C -4.02 -2.47 -1.32
O -4.97 -3.13 -1.70
N -2.79 -2.81 -1.35
N -4.10 -1.32 -0.80
H -2.72 -3.58 -1.99
H -2.12 -2.10 -1.10
H -3.34 -0.91 -0.27
H -5.03 -0.93 -0.74
C 3.19 -0.26 -5.51
O 4.23 -0.54 -6.05
N 2.85 -0.74 -4.35
N 2.25 0.42 -6.04
H 1.88 -0.79 -4.08
H 3.65 -1.06 -3.81
H 2.37 0.65 -7.01
H 1.44 0.66 -5.49
C -0.25 -0.26 0.08
O -0.91 -1.24 0.05
N -0.32 0.59 1.00
N 0.66 0.05 -0.73
H 0.27 1.41 0.93
H -1.04 0.44 1.70
H 0.83 -0.53 -1.53
H 1.38 0.70 -0.43
*
```



Below is a cluster of 13 separate species, C13H52N22O13 in total, with properties calculated with ωB97M-V with the def2-TZVPD basis set.

Results
Lowest unoccupied orbital energy = -0.49 eV
E_tot = -73727.530 eV
Energy above the lowest of the compared OMol25 structures with the same formula, charge and spin = 874.9 kJ/mol
HOMO-LUMO gap = 0.3253 Ha
Largest force on an atom = 11.01 eV/Å
HOMO energy = -9.34 eV

```
! RIJCOSX wB97M-V def2-TZVPD def2/J DEFGRID3
* xyz 0 1
C 4.01 1.27 -2.97
O 5.02 0.81 -2.07
H 4.20 2.32 -3.20
H 3.98 0.70 -3.90
H 3.05 1.14 -2.47
H 4.99 1.36 -1.28
C -3.30 0.08 -4.17
O -3.61 1.10 -3.29
H -2.78 0.42 -5.06
H -2.89 -0.73 -3.57
H -4.21 -0.31 -4.63
H -4.17 1.75 -3.73
C 1.22 6.25 4.22
O 0.89 7.30 4.71
N 0.43 5.23 3.93
N 2.45 5.92 3.92
H 0.63 4.37 3.44
H -0.55 5.35 4.15
H 2.50 4.99 3.52
H 3.24 6.54 4.00
C -5.38 0.34 1.02
O -4.87 -0.62 0.58
N -4.85 1.09 1.93
N -6.58 0.74 0.66
H -5.36 1.90 2.27
H -3.85 1.07 2.04
H -6.97 1.59 1.06
H -7.00 0.21 -0.08
C 3.30 -3.12 3.95
O 3.79 -3.51 5.01
N 3.90 -2.86 2.83
N 2.12 -2.61 3.89
H 3.37 -2.38 2.13
H 4.91 -2.98 2.78
H 1.45 -2.85 4.60
H 1.87 -2.13 3.03
C 2.57 5.31 -0.70
O 2.27 4.52 0.15
N 3.74 5.89 -0.78
N 1.83 5.47 -1.77
H 3.92 6.61 -1.46
H 4.54 5.63 -0.23
H 2.32 6.05 -2.44
H 0.92 5.04 -1.90
C 5.94 2.64 3.01
O 6.14 3.27 1.97
N 5.02 1.75 3.34
N 6.68 2.77 4.08
H 4.76 1.64 4.31
H 4.41 1.35 2.64
H 7.48 3.39 4.07
H 6.70 2.07 4.81
C -3.21 -5.82 -3.06
O -4.16 -5.80 -3.84
N -2.01 -6.24 -3.39
N -3.25 -5.49 -1.82
H -1.81 -6.41 -4.37
H -1.25 -6.45 -2.76
H -2.41 -5.52 -1.27
H -4.17 -5.27 -1.45
C 1.91 -3.06 -5.19
O 2.32 -4.13 -4.81
N 1.30 -2.20 -4.46
N 2.14 -2.58 -6.29
H 1.07 -1.31 -4.87
H 1.11 -2.33 -3.47
H 2.62 -3.13 -6.99
H 1.72 -1.70 -6.57
C -5.49 -4.63 2.42
O -5.80 -5.57 3.09
N -4.49 -3.85 2.74
N -5.96 -4.38 1.24
H -4.37 -3.05 2.14
H -3.94 -4.05 3.57
H -5.71 -3.51 0.79
H -6.71 -4.93 0.87
C 0.04 -0.35 0.06
O 1.13 -0.61 0.43
N -0.46 0.89 -0.05
N -0.76 -1.26 -0.37
H 0.21 1.60 0.19
H -1.42 1.07 -0.31
H -1.72 -0.99 -0.53
H -0.54 -2.23 -0.17
C -3.33 6.01 -0.96
O -3.09 5.84 -2.11
N -4.46 6.25 -0.42
N -2.44 6.14 -0.09
H -5.26 5.94 -0.95
H -4.45 6.47 0.56
H -2.76 6.28 0.86
H -1.46 6.09 -0.32
C 1.64 -5.87 0.38
O 0.47 -5.59 0.13
N 2.61 -5.89 -0.48
N 2.01 -6.53 1.44
H 2.54 -5.38 -1.35
H 3.49 -6.26 -0.15
H 3.01 -6.66 1.41
H 1.35 -6.60 2.21
*
```